one.
Below is a 2-piece molecular cluster, C3H4NP overall, with properties calculated with the ωB97M-V functional and the def2-TZVPD basis.

As for the spin multiplicity: 1. The LUMO energy (alpha / beta) comes out at -0.68 / -0.24 eV. Its net charge is 0. The frontier orbital gap (alpha / beta) comes out at 8.5820 / 9.1708 eV.

Positions of all 9 atoms, in Å:
C1 1.006 0.042 -0.336
C2 0.160 -1.056 -0.252
C3 -0.773 1.216 0.283
N1 0.472 1.266 -0.141
P1 -1.498 -0.409 -0.104
H1 3.341 0.120 -0.336
H2 0.408 -2.132 -0.497
H3 -1.385 2.145 0.371
H4 -1.730 -1.194 1.012

***

two.
Below is a single C3H4NP molecule, with properties calculated with the ωB97M-V functional and the def2-TZVPD basis.

The structure (SMILES) is C1=NC=[PH]=C1. As for the spin multiplicity: 1. The LUMO energy comes out at 0.36 eV. Its net charge is 0. The frontier orbital gap comes out at 9.7698 eV.

Positions of all 9 atoms, in Å:
C1 1.095 -0.490 -0.249
N1 0.964 0.895 -0.097
C2 -0.240 1.300 0.017
P1 -1.487 -0.058 -0.093
C3 -0.017 -1.240 -0.239
H1 2.193 -0.768 -0.370
H2 -0.542 2.365 0.151
H3 -1.716 0.249 1.255
H4 -0.250 -2.252 -0.375

***

three.
Below is a single C3H4NP molecule, with properties calculated with the ωB97M-V functional and the def2-TZVPD basis.

The structure (SMILES) is C1=NC=[PH]=C1. As for the spin multiplicity: 1. The LUMO energy comes out at 0.17 eV. Its net charge is 0. The frontier orbital gap comes out at 9.4809 eV.

Positions of all 9 atoms, in Å:
C1 1.108 -0.204 -0.340
N1 0.805 1.110 -0.156
C2 -0.423 1.290 0.150
P1 -1.453 -0.239 -0.071
C3 0.084 -1.100 -0.265
H1 2.191 -0.337 -0.470
H2 -0.898 2.304 0.393
H3 -1.581 -0.529 1.393
H4 0.168 -2.294 -0.633

***

Ranking the structures above by energy, two is first and the second is 0.0086 hartree behind.